No. 1
The following is a quantum chemistry calculation of a cluster of 2 separate species, C8H9N2OS in total in a non-equilibrium geometry, from the OMol25 dataset.

Calculated values
LUMO energy   -6.49 eV
Highest occupied orbital energy   -12.39 eV
Maximum force   0.07428 hartree/bohr
Relative energy (zero: lowest compared OMol25 entry of this formula, charge and spin)   177.88 kJ/mol
Gap between HOMO and LUMO   0.2169 Ha
Net charge   +1

```
21
C8H9N2OS, DFT ωB97M-V/def2-TZVPD
C -1.404 2.242 0.433
C 0.065 0.620 -2.611
H 0.368 -0.151 -3.326
C -0.465 1.847 -3.026
H 2.100 -3.123 1.708
N -0.489 -1.721 2.000
H -1.217 3.598 -1.802
S -0.116 0.219 -1.014
N 0.434 -0.824 2.502
H -1.851 3.235 0.415
C 0.058 -2.716 1.140
H -1.608 1.705 1.281
C -0.805 2.613 -1.905
H -1.327 -1.637 2.606
H 2.174 -2.251 0.315
C -0.804 1.836 -0.707
C 1.594 -1.072 2.045
H -0.445 2.105 -4.108
C 1.632 -2.350 1.206
H 2.526 -0.639 2.424
O -0.422 -3.537 0.421
```

Results of the Mulliken charge analysis, in e, for atoms 1 through 6: number 1, C, carries -0.5675; number 2, C, carries -0.0456; number 3, H, carries 0.4164; number 4, C, carries -0.5457; number 5, H, carries 0.3637; number 6, N, carries 0.0786

No. 2
The following is a quantum chemistry calculation of a cluster of 3 separate species, C8H9N3O2 in total in a non-equilibrium geometry, from the OMol25 dataset.

Calculated values
LUMO energy   0.50 eV
Highest occupied orbital energy   -8.63 eV
Maximum force   0.07201 hartree/bohr
Relative energy (zero: lowest compared OMol25 entry of this formula, charge and spin)   347.65 kJ/mol
Gap between HOMO and LUMO   0.3354 Ha

```
22
C8H9N3O2, DFT ωB97M-V/def2-TZVPD
H 0.424 -2.709 2.219
H 7.377 2.476 -0.127
C -1.967 -2.369 -0.857
H -2.248 5.604 0.533
O -3.651 1.822 -0.479
O -1.173 2.725 -0.273
H 5.755 2.316 -0.605
C -1.561 -1.187 -0.142
C -0.170 -2.542 1.297
N -2.974 0.869 -0.402
H 6.921 2.474 -1.756
C -0.651 -1.350 0.884
H -0.271 -4.685 0.942
N 6.701 2.230 -0.839
N -1.791 4.760 0.624
H -1.923 -4.508 -0.766
C -0.691 -3.702 0.695
C -1.470 3.792 0.022
H -2.632 -2.028 -1.759
H -0.338 -0.437 1.482
C -1.480 -3.597 -0.404
C -2.187 0.049 -0.288
```

Results of the Mulliken charge analysis, in e, for atoms 1 through 6: number 1, H, carries 0.3154; number 2, H, carries 0.1970; number 3, C, carries -0.2906; number 4, H, carries 0.2507; number 5, O, carries -0.7249; number 6, O, carries -0.4251

No. 3
The following is a quantum chemistry calculation of a structure of composition C8H9N5OSbSe4Ti, from the OMol25 dataset.

Calculated values
2S+1   3
<S²>   2.031
LUMO energy (alpha / beta)   2.38 / 1.11 eV
Highest occupied orbital energy (alpha / beta)   -4.04 / -4.45 eV
Maximum force   0.00192 hartree/bohr
Relative energy (zero: lowest compared OMol25 entry of this formula, charge and spin)   0.00 kJ/mol
Gap between HOMO and LUMO (alpha / beta)   0.2359 / 0.2042 Ha
Net charge   -1

```
29
C8H9N5OSbSe4Ti, DFT ωB97M-V/def2-TZVPD
H 0.183 -1.294 3.097
H -1.777 2.238 1.662
C 2.471 1.756 1.331
C -1.034 -1.540 1.353
N 1.573 1.749 0.350
Se -0.874 2.131 -2.252
H -0.802 -2.590 1.233
Sb -2.130 0.320 -3.538
H -0.315 1.122 3.315
O 2.186 0.223 -3.995
N 1.437 0.486 0.015
Ti -0.001 -0.191 -1.606
H 1.679 -1.919 0.061
C -1.584 1.176 1.591
H -2.360 -1.491 -0.352
N 2.232 -0.204 0.804
Se -4.354 0.051 -2.669
C -0.482 -0.811 2.392
C -2.161 0.439 0.557
C -1.890 -0.918 0.440
H -2.826 0.906 -0.159
H 3.274 -1.816 0.532
C 1.420 0.094 -3.175
C -0.760 0.550 2.509
Se 0.485 -2.431 -1.898
N 2.896 0.535 1.649
H 2.817 2.647 1.822
N 2.324 -1.580 0.802
Se -1.629 0.362 -5.873
```

Results of the Mulliken charge analysis, in e, for atoms 1 through 6: number 1, H, carries 0.3550; number 2, H, carries 0.3798; number 3, C, carries -0.1949; number 4, C, carries -0.0515; number 5, N, carries -0.7347; number 6, Se, carries -0.5800

no.,calculated total energy (Eh)
1,-892.824734
2,-624.862044
3,-11354.827224